No. 1
# C3H8N4

2 unconnected molecules or ions with the total composition C3H8N4 at a distorted geometry (ωB97M-V/def2-TZVPD, OMol25).

Last column: natural (NBO) charge in e.
Positions of all 15 atoms, in Å:
C  -2.3774  0.4185  -0.0552  0.406
C  1.3176  1.5153  0.2265  -0.410
C  -0.4719  -0.9032  0.3004  0.330
N  -3.0007  1.2948  0.3359  -0.319
N  0.0799  -2.1358  0.1512  -0.799
N  -1.5049  -0.5412  -0.5110  -0.649
N  1.5508  0.2456  -0.1431  -0.814
H  2.1562  2.1781  0.0990  0.180
H  0.5741  1.9695  -0.3625  0.144
H  0.8361  1.5023  1.2811  0.153
H  -0.4829  -0.2853  1.2794  0.242
H  0.8144  -2.2344  0.8075  0.405
H  0.4908  -2.1833  -0.8250  0.386
H  -1.6601  -0.8862  -1.4462  0.431
H  1.6779  0.0454  -1.1379  0.313

Force components x, y, z for each atom (eV/Å):
1.60 -1.05 -1.00
-1.60 2.12 1.96
2.43 2.95 1.22
-0.67 0.39 0.31
-0.25 -0.43 -1.98
-1.75 1.27 0.25
-0.82 -5.64 -0.12
0.79 0.50 0.68
-1.49 1.17 -1.00
1.31 0.53 -1.14
0.09 -1.78 -1.56
0.95 -0.17 0.49
-0.59 -0.35 1.66
0.18 -0.18 0.12
-0.19 0.66 0.11

Energy (a.u.): -337.97355
Strongest force on any atom (eV Å⁻¹): 5.70
Energy relative to the best compared isomer or geometry (same formula, charge and spin) (eV): 4.905
Highest occupied orbital energy (alpha / beta) (Ha): -0.256 / -0.274



No. 2
# C3H8N4O

C3H8N4O in the gas phase at a distorted geometry (ωB97M-V/def2-TZVPD, OMol25).

Last column: natural (NBO) charge in e.
Positions of all 16 atoms, in Å:
H  -2.1293  1.4327  -0.9409  0.331
N  -1.3415  0.7570  -1.0733  -0.764
C  -1.4869  -0.2197  -0.2747  0.554
N  -2.5304  -0.3836  0.6335  -0.827
N  -0.6000  -1.2822  -0.2056  -0.578
C  0.6813  -1.1908  -0.2279  0.327
N  1.5330  -0.1439  -0.1609  -0.138
C  1.2126  1.1127  0.5252  -0.458
O  2.8665  -0.5143  -0.0639  -0.547
H  -3.4300  -0.0610  0.1975  0.375
H  -2.5610  -1.3443  0.9097  0.388
H  1.2102  -2.1287  -0.3353  0.185
H  2.1285  1.7118  0.5054  0.220
H  0.4334  1.5495  -0.0978  0.257
H  0.7707  0.9581  1.5540  0.201
H  3.2426  -0.2531  -0.9451  0.473

Force components x, y, z for each atom (eV/Å):
0.74 -0.71 -0.29
-0.80 1.11 -0.19
0.36 -0.03 0.53
-1.37 0.85 -1.15
0.56 0.05 0.02
-0.38 -0.55 -0.27
-0.76 0.62 0.62
-0.49 -0.39 -0.06
0.90 0.14 -1.15
1.17 -0.53 0.96
-0.32 -0.43 0.27
0.24 -0.12 -0.02
-0.38 -0.09 0.31
0.08 0.41 0.17
0.79 0.06 -0.91
-0.35 -0.40 1.16

Energy (a.u.): -413.30377
Strongest force on any atom (eV Å⁻¹): 1.98
Energy relative to the best compared isomer or geometry (same formula, charge and spin) (eV): 3.055
Highest occupied orbital energy (Ha): -0.328
SMILES: [H]/N=C(N)/N=C\N(C)O



No. 3
# C3H8N4O

C3H8N4O in the gas phase at a distorted geometry (ωB97M-V/def2-TZVPD, OMol25).

Last column: natural (NBO) charge in e.
Positions of all 16 atoms, in Å:
H  -0.2342  -0.6051  -3.1238  0.315
N  0.4374  -0.7630  -2.3635  -0.483
N  0.0990  -0.0386  -1.3671  -0.181
C  0.8691  -0.0626  -0.2618  0.044
N  2.1646  -0.6571  -0.1871  -0.869
C  0.3269  0.5753  0.8274  0.546
O  1.0117  0.8180  1.9716  -0.663
N  -0.9744  0.9704  0.8665  -0.586
C  -2.0460  0.1694  0.3139  -0.395
H  2.1829  -1.4650  0.4180  0.366
H  2.4097  -0.9550  -1.1298  0.399
H  1.9415  0.6383  1.8034  0.505
H  -1.2020  1.4771  1.7163  0.396
H  -1.6660  -0.7616  -0.0544  0.218
H  -2.5197  0.6946  -0.5117  0.202
H  -2.8005  -0.0350  1.0823  0.187

Force components x, y, z for each atom (eV/Å):
-0.01 0.17 0.38
0.43 0.56 1.04
-0.53 -0.71 -2.04
0.57 -0.12 0.90
-0.15 0.28 -0.20
-0.18 0.07 -0.26
-0.50 -0.06 -0.43
0.44 0.17 1.06
-0.74 0.46 0.15
-0.06 -0.26 -0.06
0.08 0.02 0.19
0.38 -0.01 -0.19
0.11 -0.16 -0.29
0.14 -0.42 -0.11
-0.08 -0.09 -0.11
0.11 0.10 -0.04

Energy (a.u.): -413.31536
Strongest force on any atom (eV Å⁻¹): 2.23
Energy relative to the best compared isomer or geometry (same formula, charge and spin) (eV): 2.740
Highest occupied orbital energy (Ha): -0.276
SMILES: [H]/N=N/C(N)=C(/O)NC



No. 4
# C3H8N4O

A molecular structure, C3H8N4O at a distorted geometry (ωB97M-V/def2-TZVPD, OMol25).

Last column: natural (NBO) charge in e.
Positions of all 16 atoms, in Å:
C  1.7245  -0.9265  0.0863  0.180
C  -1.9376  -0.8781  -0.1491  -0.045
C  -2.1823  0.4232  0.5633  -0.199
H  1.4442  1.2456  0.8589  0.329
H  2.7890  1.8059  0.2586  0.356
H  1.8871  -2.1015  0.0811  0.206
H  0.0406  0.2235  -0.2342  0.427
H  -2.9068  -1.5211  -0.7819  0.261
H  -1.6371  0.5202  1.5556  0.230
H  -3.3362  0.7276  0.4655  0.218
H  -1.5174  0.5749  -1.2035  0.460
N  2.0147  1.2813  -0.1030  -0.671
N  2.6997  -0.0320  -0.2107  -0.279
N  0.4802  -0.5343  0.4302  -0.554
N  -0.6751  -1.4214  -0.2407  -0.230
O  -1.7534  1.4697  -0.3917  -0.688

Force components x, y, z for each atom (eV/Å):
4.38 -1.20 -1.98
2.35 -3.66 -0.64
-2.96 1.85 -0.67
1.09 0.12 -2.59
0.62 1.00 -0.53
-0.01 2.76 -0.10
2.61 -0.15 2.16
3.42 2.04 2.13
-1.01 -0.17 -1.19
2.19 -1.46 1.66
-0.80 4.98 2.43
0.08 -0.82 2.96
-4.74 -2.17 1.56
-6.60 1.00 -2.82
-2.84 1.04 0.96
2.21 -5.17 -3.34

Energy (a.u.): -413.09366
Strongest force on any atom (eV Å⁻¹): 7.24
Energy relative to the best compared isomer or geometry (same formula, charge and spin) (eV): 8.773
Highest occupied orbital energy (Ha): -0.330